[1]
{"formula": "C11H11Cl2NO2", "method": "ωB97M-V/def2-TZVPD", "homo_lumo_gap_ha": 0.321, "relative_energy_kj_mol": 0.00, "homo_ev": -8.11, "smiles": "CC(=O)Nc1ccc(OCC=C(Cl)Cl)cc1", "symbols": ["Cl", "Cl", "O", "O", "N", "C", "C", "C", "C", "C", "C", "C", "C", "C", "C", "C", "H", "H", "H", "H", "H", "H", "H", "H", "H", "H", "H"], "positions_angstrom": [[3.233456, -1.027858, 6.241176], [3.252907, 0.450806, 3.779389], [-0.264862, 2.490905, -3.435248], [1.072431, -0.384785, 2.242195], [-1.265847, 0.574350, -2.706566], [-0.663940, 0.348128, -1.462995], [-0.513385, -1.051771, 0.501517], [0.711626, -1.487074, 3.029461], [0.457074, -0.212855, 1.034687], [1.475967, -1.530347, 4.318171], [-1.924871, 1.456432, -4.829396], [-1.063917, -0.767237, -0.736250], [-1.052248, 1.587991, -3.595709], [0.311151, 1.187521, -0.926720], [2.507842, -0.785837, 4.692450], [0.859643, 0.905733, 0.304602], [0.629900, 2.054334, -1.479994], [-1.715767, 0.519079, -5.340895], [-2.976521, 1.479229, -4.550927], [-1.716159, 2.283446, -5.501336], [-1.954953, -0.118151, -2.965827], [0.900916, -2.429411, 2.487228], [-0.362634, -1.450695, 3.273830], [-0.854470, -1.927895, 1.030238], [1.613812, 1.548272, 0.729490], [-1.818874, -1.428602, -1.139239], [1.121722, -2.283709, 5.006671]], "forces_ev_per_a": [[0.075, -0.030, 0.172], [0.321, 0.219, 0.053], [0.215, 0.233, 0.065], [-0.128, 0.013, -0.098], [-0.274, -0.322, -0.049], [0.137, -0.102, 0.344], [0.140, -0.045, 0.282], [-0.139, -0.197, -0.015], [-0.033, 0.095, -0.171], [0.110, 0.311, -0.311], [0.145, 0.210, -0.019], [0.059, 0.227, -0.183], [-0.376, -0.229, -0.334], [0.023, 0.085, -0.066], [-0.335, -0.295, 0.000], [-0.063, -0.294, 0.259], [0.012, 0.021, -0.006], [-0.026, -0.083, -0.049], [-0.095, -0.031, -0.007], [0.014, 0.001, 0.020], [0.122, 0.202, -0.049], [-0.099, 0.119, 0.043], [0.120, -0.048, -0.082], [-0.003, -0.063, 0.073], [0.098, 0.095, 0.045], [-0.075, -0.063, -0.041], [0.058, -0.027, 0.124]]}

---

[2]
{"formula": "C11H11ClN2O4", "method": "ωB97M-V/def2-TZVPD", "homo_lumo_gap_ha": 0.348, "homo_ev": -9.22, "smiles": "O=C(O)CCC(=O)NNC(=O)c1cccc(Cl)c1", "symbols": ["Cl", "O", "O", "O", "O", "N", "N", "C", "C", "C", "C", "C", "C", "C", "C", "C", "C", "C", "H", "H", "H", "H", "H", "H", "H", "H", "H", "H", "H"], "positions_angstrom": [[-1.318347, -4.147587, 3.161605], [1.889902, 2.013891, -2.040835], [-1.871430, -0.263202, -0.452477], [1.072354, 5.472899, -0.003506], [0.595419, 3.345745, 0.472510], [-0.220521, 1.307502, -1.796846], [0.188463, 0.092965, -1.253299], [0.452833, 4.473782, -0.234327], [1.378990, -3.679089, 0.272050], [-0.887820, -2.371919, 1.183049], [-0.180215, -1.861230, 0.098806], [-0.709398, -0.623879, -0.530490], [0.954224, -2.524709, -0.361550], [-0.560563, 4.300890, -1.344561], [0.690584, -4.181904, 1.363201], [-0.445102, -3.522817, 1.810019], [0.700238, 2.252483, -2.093597], [0.101666, 3.576773, -2.528216], [-1.211577, 1.468538, -1.653106], [-1.776686, -1.859524, 1.516809], [1.286426, 3.450207, 1.145566], [1.196411, 0.018684, -1.190495], [-0.638167, 3.406998, -3.311456], [1.491369, -2.164039, -1.225043], [-1.402800, 3.723395, -0.962419], [1.024099, -5.079494, 1.859331], [0.908779, 4.192281, -2.927363], [2.255483, -4.196622, -0.086959], [-0.903204, 5.285140, -1.662521]], "forces_ev_per_a": [[-0.100, -0.071, 0.159], [0.308, -0.017, 0.054], [-0.169, 0.028, 0.112], [0.110, 0.197, -0.042], [-0.112, -0.573, 0.273], [-0.618, -0.538, 0.196], [0.458, 0.375, -0.197], [-0.152, 0.354, 0.028], [0.043, -0.015, 0.033], [0.020, 0.060, -0.066], [0.054, -0.372, 0.212], [0.143, 0.324, -0.333], [-0.135, 0.121, 0.048], [0.164, 0.023, 0.044], [-0.069, 0.036, 0.009], [0.148, 0.126, -0.238], [-0.226, -0.125, -0.309], [0.084, 0.011, 0.139], [0.214, 0.035, -0.020], [-0.075, 0.016, 0.042], [-0.033, 0.230, -0.187], [-0.163, -0.005, 0.066], [0.032, 0.021, -0.021], [0.050, 0.029, -0.100], [-0.038, 0.054, -0.014], [0.009, -0.080, 0.057], [-0.038, -0.128, -0.012], [0.066, -0.048, -0.033], [0.024, -0.071, 0.101]]}

---

[3]
{"formula": "C11H11FeN3O5", "method": "ωB97M-V/def2-TZVPD", "homo_lumo_gap_ha": [0.234, 0.211], "s2": 8.846, "relative_energy_kj_mol": 451.94, "spin_multiplicity": 6, "homo_ev": [-18.70, -21.75], "charge": 3, "symbols": ["Fe", "O", "O", "O", "O", "O", "N", "N", "N", "C", "C", "C", "C", "C", "C", "C", "C", "C", "C", "C", "H", "H", "H", "H", "H", "H", "H", "H", "H", "H", "H"], "positions_angstrom": [[0.133366, -1.507755, -0.343344], [3.021566, -1.099528, -0.153289], [0.364019, -2.256441, 2.596448], [1.703316, -3.933700, -0.941295], [-0.028696, 0.078299, 2.092198], [1.151603, -1.731876, -3.236820], [-0.029345, 0.727344, -0.177031], [0.808900, 1.449916, -2.192357], [-0.478767, 2.264493, 1.576475], [1.870708, -1.240445, -0.113780], [-0.190948, 0.974523, 1.172110], [0.863942, -3.102079, -0.712922], [-0.387948, 3.320931, 0.683390], [-0.063093, 3.081004, -0.628197], [-1.533436, -2.143732, -0.829824], [0.204171, 1.770771, -1.010205], [-0.804157, 2.555883, 2.985455], [-0.721097, -3.347966, -0.977218], [0.501798, -1.641579, -2.253026], [-0.109894, -1.772655, 1.625095], [-1.676799, 1.941068, 3.179588], [-1.932440, -1.687311, -1.757300], [-0.561489, 4.309657, 1.149660], [-0.937302, -4.185705, -0.262695], [1.647640, 0.897350, -1.986430], [-0.710980, -3.796746, -2.026513], [0.058218, 2.365727, 3.622510], [-2.176738, -2.064526, 0.065770], [-1.023845, 3.611006, 2.974245], [0.140754, 3.930156, -1.269080], [0.896973, 2.233917, -2.851618]], "forces_ev_per_a": [[-3.900, 7.863, 2.371], [-3.862, -0.805, 0.129], [-2.982, 1.920, -4.830], [-2.725, 2.341, 0.852], [-0.964, 4.556, -3.064], [-3.951, 0.313, 5.397], [0.319, 0.533, 0.932], [-0.235, 1.474, 1.637], [0.444, 2.854, -1.280], [8.831, 1.616, 0.703], [0.754, -2.882, 1.526], [4.842, -8.760, -1.688], [-0.651, -1.279, 2.926], [-0.049, 1.854, -0.066], [-2.527, -1.332, -0.862], [0.446, -3.371, -0.968], [-0.050, 0.146, -0.635], [-1.891, -4.063, -0.918], [4.744, 1.222, -8.216], [3.296, -3.674, 5.707], [-0.040, -0.008, 0.669], [0.169, -0.289, 0.699], [0.129, -0.518, -0.666], [0.087, 0.660, -0.358], [-0.276, -0.086, -0.987], [0.025, 0.547, 1.120], [-0.080, -0.338, 0.097], [0.274, -0.095, -0.524], [-0.321, 0.209, 0.526], [-0.182, 0.002, -0.234], [0.326, -0.609, 0.006]]}

---

[4]
{"formula": "C11H11LaN3O5", "method": "ωB97M-V/def2-TZVPD", "homo_lumo_gap_ha": 0.197, "relative_energy_kj_mol": 219.86, "homo_ev": -18.43, "charge": 3, "symbols": ["La", "O", "O", "O", "O", "O", "N", "N", "N", "C", "C", "C", "C", "C", "C", "C", "C", "C", "C", "C", "H", "H", "H", "H", "H", "H", "H", "H", "H", "H", "H"], "positions_angstrom": [[-0.253292, 0.139363, -1.411220], [2.653267, -1.806069, -2.345958], [-2.002101, -1.093275, 1.254848], [-1.198235, -3.529642, -0.341566], [-1.547022, -1.948589, -4.409297], [-3.718795, 0.421730, -0.968521], [2.358749, 0.169721, 0.578909], [-0.621015, -1.045764, 3.114339], [0.141750, -0.433271, 0.912335], [-0.892897, -0.876030, 1.758100], [1.645434, -0.402435, 2.800111], [1.378432, -0.227554, 1.426574], [-2.665928, 0.066825, -1.205725], [-0.966849, -2.508973, -0.794048], [-1.669902, -1.503142, 4.035889], [1.583448, -1.391902, -2.147026], [0.731806, 4.134519, -3.337236], [0.626194, -0.807230, 3.608405], [-1.161484, -1.419547, -3.474286], [0.319776, 3.690713, -4.528166], [-2.604048, -1.644236, 3.496808], [0.748357, -0.963579, 4.680769], [2.230266, 0.405917, -0.419160], [1.005538, 3.203692, -5.233280], [-0.720815, 3.802431, -4.858843], [2.649508, -0.196296, 3.179168], [0.046833, 4.633504, -2.639668], [1.775977, 4.033487, -3.014303], [-1.810775, -0.767719, 4.839352], [-1.362434, -2.447431, 4.504909], [3.300257, 0.310783, 0.937792]], "forces_ev_per_a": [[0.337, 1.454, 0.708], [-5.702, 1.969, 0.955], [1.086, 0.466, 0.049], [0.687, 2.917, -1.453], [1.243, 1.596, 3.132], [2.836, -1.189, -0.703], [-0.027, 0.115, -0.554], [0.562, 0.221, -0.675], [0.368, 0.018, 0.691], [-0.602, -0.044, -0.132], [0.643, 0.203, -0.394], [0.074, 0.088, 0.451], [-5.850, 1.111, 0.974], [-0.700, -3.063, 1.507], [-0.471, -0.295, 0.733], [7.420, -3.413, -1.664], [-0.006, -0.402, 0.671], [-0.447, -0.067, -0.385], [-1.434, -1.684, -3.760], [-0.225, -0.560, -0.187], [0.162, 0.038, 0.022], [-0.001, 0.061, -0.249], [0.561, -0.207, 1.382], [-0.240, 0.341, 0.265], [0.475, 0.095, 0.115], [-0.454, -0.152, 0.027], [0.297, -0.042, -0.378], [-0.365, 0.202, -0.241], [0.034, -0.068, -0.379], [-0.076, 0.200, -0.304], [-0.184, 0.091, -0.224]]}

---

[5]
{"formula": "C11H11N", "method": "ωB97M-V/def2-TZVPD", "homo_lumo_gap_ha": 0.366, "relative_energy_kj_mol": 321.88, "homo_ev": -9.20, "smiles": "c1ccccc1.c1ccncc1", "symbols": ["N", "C", "C", "C", "C", "C", "C", "C", "C", "C", "C", "C", "H", "H", "H", "H", "H", "H", "H", "H", "H", "H", "H"], "positions_angstrom": [[-1.632935, -0.259510, -2.075768], [-0.000166, 0.779392, 0.974225], [1.475436, 0.676774, 2.889105], [0.343930, -2.097549, -2.927882], [-0.006825, -1.083594, -3.762013], [-0.477156, 1.938956, 3.108241], [-0.765009, 1.650848, 1.740266], [0.735185, 1.558985, 3.676697], [-0.948829, -1.038631, -1.195752], [-1.061872, -0.145456, -3.271005], [-0.053945, -1.901038, -1.669407], [1.184882, 0.317511, 1.610529], [1.250955, 1.908500, 4.674265], [1.621676, -0.445944, 0.982404], [-1.259481, 2.397325, 3.797217], [0.288902, -2.836870, -1.018658], [-1.283578, -0.850252, -0.155034], [2.417830, 0.325048, 3.211443], [0.437256, -0.923883, -4.721528], [-0.234899, 0.355484, -0.034182], [-1.503291, 0.502254, -3.969407], [-1.733325, 2.041113, 1.293716], [1.205261, -2.869464, -3.157473]], "forces_ev_per_a": [[1.495, 1.005, -0.344], [1.233, 0.372, 1.005], [1.337, 0.441, 0.128], [3.193, -0.222, -2.720], [-2.114, 2.266, 0.308], [-0.927, 0.730, 0.690], [-2.062, 0.125, -0.016], [0.925, -0.071, 0.453], [-3.116, 1.483, -0.166], [1.498, -3.339, -0.122], [1.493, -5.901, 4.898], [-2.779, -0.466, -2.078], [-1.815, -0.767, -1.906], [1.147, -0.071, 0.620], [1.104, -0.110, -1.404], [-0.603, 2.529, -0.512], [0.228, -1.385, -0.939], [0.881, -0.340, 0.851], [-0.062, 0.008, -0.525], [0.427, 1.731, 1.501], [-0.490, 0.957, -0.756], [1.221, -0.483, 0.782], [-2.215, 1.511, 0.251]]}

---

[6]
{"formula": "C11H11N3", "method": "ωB97M-V/def2-TZVPD", "homo_lumo_gap_ha": 0.328, "relative_energy_kj_mol": 377.38, "homo_ev": -8.24, "smiles": "C=CCNc1ncnc2ccccc12", "symbols": ["N", "N", "N", "C", "C", "C", "C", "C", "C", "C", "C", "C", "C", "C", "H", "H", "H", "H", "H", "H", "H", "H", "H", "H", "H"], "positions_angstrom": [[-0.022872, 0.347371, -1.386302], [1.802798, 0.396347, -0.051546], [1.842936, -0.779701, 1.891203], [2.359615, 0.027778, 1.042101], [-0.392531, 3.693464, -2.163686], [0.114972, 2.666998, -1.539139], [-1.362566, -1.644562, 0.308077], [-1.817292, -2.556349, 1.133101], [0.067356, -2.112844, 2.546729], [0.563161, 1.419410, -2.208791], [0.628276, -0.127627, -0.360505], [0.673256, -1.294708, 1.667460], [-1.126329, -2.573178, 2.401558], [-0.130246, -1.003559, 0.553178], [1.625775, 1.387680, -2.253010], [-1.039427, 4.410236, -1.305274], [-0.266268, 3.761890, -3.298913], [-2.066186, -1.420651, -0.520495], [-1.690705, -3.045370, 3.181742], [-2.770075, -3.223325, 1.084309], [0.487032, -2.403702, 3.414187], [0.075258, 1.294385, -3.228121], [0.151640, 2.580612, -0.389780], [-1.056916, -0.152538, -1.589152], [3.349339, 0.351942, 1.071069]], "forces_ev_per_a": [[-3.383, -1.664, -2.928], [-1.452, 0.868, -3.366], [3.008, -0.081, 2.456], [0.111, -1.089, 0.421], [-2.014, 2.530, 1.583], [0.324, -0.774, 2.025], [-0.516, 1.421, -3.032], [-2.027, -2.015, 3.826], [0.859, -0.113, 1.744], [-2.197, -0.578, -1.078], [-1.925, -0.227, 2.388], [-2.136, 0.482, -2.648], [-4.787, -2.742, -2.089], [2.543, 0.960, -1.333], [0.775, -0.671, -0.072], [2.144, -1.319, -3.512], [-0.899, 0.374, 1.823], [1.050, 0.080, -0.037], [0.363, -0.552, 0.533], [1.707, 1.723, -0.407], [1.991, -0.229, 2.993], [0.939, 0.449, 1.057], [-0.265, 0.305, -1.936], [4.100, 2.293, 0.430], [1.683, 0.571, 1.160]]}

---

Number 2 is which compound? C11H11ClN2O4

---

Please write out number 5 again, unchanged.
{"formula": "C11H11N", "method": "ωB97M-V/def2-TZVPD", "homo_lumo_gap_ha": 0.366, "relative_energy_kj_mol": 321.88, "homo_ev": -9.20, "smiles": "c1ccccc1.c1ccncc1", "symbols": ["N", "C", "C", "C", "C", "C", "C", "C", "C", "C", "C", "C", "H", "H", "H", "H", "H", "H", "H", "H", "H", "H", "H"], "positions_angstrom": [[-1.632935, -0.259510, -2.075768], [-0.000166, 0.779392, 0.974225], [1.475436, 0.676774, 2.889105], [0.343930, -2.097549, -2.927882], [-0.006825, -1.083594, -3.762013], [-0.477156, 1.938956, 3.108241], [-0.765009, 1.650848, 1.740266], [0.735185, 1.558985, 3.676697], [-0.948829, -1.038631, -1.195752], [-1.061872, -0.145456, -3.271005], [-0.053945, -1.901038, -1.669407], [1.184882, 0.317511, 1.610529], [1.250955, 1.908500, 4.674265], [1.621676, -0.445944, 0.982404], [-1.259481, 2.397325, 3.797217], [0.288902, -2.836870, -1.018658], [-1.283578, -0.850252, -0.155034], [2.417830, 0.325048, 3.211443], [0.437256, -0.923883, -4.721528], [-0.234899, 0.355484, -0.034182], [-1.503291, 0.502254, -3.969407], [-1.733325, 2.041113, 1.293716], [1.205261, -2.869464, -3.157473]], "forces_ev_per_a": [[1.495, 1.005, -0.344], [1.233, 0.372, 1.005], [1.337, 0.441, 0.128], [3.193, -0.222, -2.720], [-2.114, 2.266, 0.308], [-0.927, 0.730, 0.690], [-2.062, 0.125, -0.016], [0.925, -0.071, 0.453], [-3.116, 1.483, -0.166], [1.498, -3.339, -0.122], [1.493, -5.901, 4.898], [-2.779, -0.466, -2.078], [-1.815, -0.767, -1.906], [1.147, -0.071, 0.620], [1.104, -0.110, -1.404], [-0.603, 2.529, -0.512], [0.228, -1.385, -0.939], [0.881, -0.340, 0.851], [-0.062, 0.008, -0.525], [0.427, 1.731, 1.501], [-0.490, 0.957, -0.756], [1.221, -0.483, 0.782], [-2.215, 1.511, 0.251]]}

---

What did the fifth record say?
{"formula": "C11H11N", "method": "ωB97M-V/def2-TZVPD", "homo_lumo_gap_ha": 0.366, "relative_energy_kj_mol": 321.88, "homo_ev": -9.20, "smiles": "c1ccccc1.c1ccncc1", "symbols": ["N", "C", "C", "C", "C", "C", "C", "C", "C", "C", "C", "C", "H", "H", "H", "H", "H", "H", "H", "H", "H", "H", "H"], "positions_angstrom": [[-1.632935, -0.259510, -2.075768], [-0.000166, 0.779392, 0.974225], [1.475436, 0.676774, 2.889105], [0.343930, -2.097549, -2.927882], [-0.006825, -1.083594, -3.762013], [-0.477156, 1.938956, 3.108241], [-0.765009, 1.650848, 1.740266], [0.735185, 1.558985, 3.676697], [-0.948829, -1.038631, -1.195752], [-1.061872, -0.145456, -3.271005], [-0.053945, -1.901038, -1.669407], [1.184882, 0.317511, 1.610529], [1.250955, 1.908500, 4.674265], [1.621676, -0.445944, 0.982404], [-1.259481, 2.397325, 3.797217], [0.288902, -2.836870, -1.018658], [-1.283578, -0.850252, -0.155034], [2.417830, 0.325048, 3.211443], [0.437256, -0.923883, -4.721528], [-0.234899, 0.355484, -0.034182], [-1.503291, 0.502254, -3.969407], [-1.733325, 2.041113, 1.293716], [1.205261, -2.869464, -3.157473]], "forces_ev_per_a": [[1.495, 1.005, -0.344], [1.233, 0.372, 1.005], [1.337, 0.441, 0.128], [3.193, -0.222, -2.720], [-2.114, 2.266, 0.308], [-0.927, 0.730, 0.690], [-2.062, 0.125, -0.016], [0.925, -0.071, 0.453], [-3.116, 1.483, -0.166], [1.498, -3.339, -0.122], [1.493, -5.901, 4.898], [-2.779, -0.466, -2.078], [-1.815, -0.767, -1.906], [1.147, -0.071, 0.620], [1.104, -0.110, -1.404], [-0.603, 2.529, -0.512], [0.228, -1.385, -0.939], [0.881, -0.340, 0.851], [-0.062, 0.008, -0.525], [0.427, 1.731, 1.501], [-0.490, 0.957, -0.756], [1.221, -0.483, 0.782], [-2.215, 1.511, 0.251]]}